No. 1
Formula: C22H24N7O5RuS
Source: the OMol25 dataset
Level of theory: ωB97M-V/def2-TZVPD

Element x y z (Å)
Ru  0.28650  1.39763  1.56502
O  1.49664  -1.23959  0.71265
C  2.91353  -1.18037  0.67369
C  3.46162  -0.48912  1.90823
N  2.88559  0.83581  2.09262
C  3.59417  1.88874  1.39265
C  2.72018  3.13483  1.19877
O  3.22620  4.12529  0.71054
O  1.48444  3.03945  1.58435
C  2.73991  1.16105  3.51375
C  1.51060  0.48648  4.09906
O  1.55832  -0.12305  5.14482
O  0.42333  0.60291  3.37843
H  1.23750  -1.49331  1.60890
H  3.17003  -0.63416  -0.23709
H  3.34883  -2.18191  0.59486
H  4.55915  -0.45688  1.85723
H  3.21054  -1.09372  2.78527
H  3.92178  1.53477  0.41336
H  4.50119  2.20350  1.92597
H  2.59395  2.23682  3.61251
H  3.62554  0.87400  4.08977
S  -1.64621  2.45839  2.18357
C  -2.30902  0.87399  1.94567
C  -3.61363  0.40976  2.09418
C  -3.88749  -0.88395  1.70030
C  -2.87348  -1.68404  1.17266
C  -1.60007  -1.16396  1.07854
N  -1.32934  0.08539  1.46908
H  -4.37612  1.06286  2.49405
H  -4.89303  -1.27450  1.78855
H  -3.06624  -2.69449  0.84132
H  -0.77421  -1.73237  0.66964
C  -2.24990  1.50183  -1.14918
C  -0.79090  1.50098  -1.41386
N  0.19379  1.62630  -0.54010
C  1.37426  1.61513  -1.25907
C  1.09851  1.46168  -2.57167
N  -0.27907  1.39320  -2.65945
C  -1.01064  1.00798  -3.84624
N  -1.76122  -0.19971  -3.61205
N  -3.09162  -0.22582  -3.88595
N  -3.58523  -1.33397  -3.50089
C  -2.58395  -2.07621  -2.90543
C  -2.62306  -3.33915  -2.30835
C  -1.45222  -3.80895  -1.76061
C  -0.26773  -3.04196  -1.78661
C  -0.20959  -1.80247  -2.38235
C  -1.39968  -1.34347  -2.95801
H  -2.45958  2.14401  -0.29783
H  -2.60526  0.49212  -0.92452
H  -2.80205  1.86524  -2.01512
H  2.32504  1.76518  -0.78913
H  1.73078  1.42721  -3.44104
H  -0.27826  0.86186  -4.64013
H  -1.72451  1.77197  -4.14730
H  -3.53979  -3.91251  -2.28874
H  -1.43246  -4.78242  -1.28871
H  0.62228  -3.43357  -1.31200
H  0.70136  -1.22075  -2.37864

The spin multiplicity is 2. As for the energy above the lowest of the compared OMol25 structures with the same formula, charge and spin: 24.6 kJ/mol. For the HOMO energy (alpha / beta), the calculation gives -8.127 / -8.054 eV. The charge is 0. For the LUMO energy (alpha / beta), the calculation gives -0.1 / -0.6 eV.

Mulliken atomic charge list, values in e, 8 entries: Ru 1.459; O -0.277; C -0.763; C -1.241; N 0.943; C -1.046; C 0.399; O -0.706


No. 2
Formula: C5H11N
Source: the OMol25 dataset
Level of theory: ωB97M-V/def2-TZVPD

Element x y z (Å)
C  2.65808  0.99936  -0.40201
C  1.99469  -0.39861  -0.16038
C  0.52157  -0.26881  0.28033
C  -0.18680  -1.41691  0.66495
C  -3.49501  0.39751  -0.10575
N  -0.04967  0.83013  0.05203
H  2.21246  1.59293  -1.18980
H  3.68166  0.74832  -0.69782
H  2.70775  1.55800  0.53241
H  2.51301  -0.82956  0.70214
H  2.24727  -0.97182  -1.05266
H  0.17130  -2.41870  0.49589
H  -1.11324  -1.24140  1.19127
H  -3.12734  1.41450  -0.02915
H  -4.55089  0.25514  0.10946
H  -3.22722  -0.07620  -1.04859
H  -2.95763  -0.17388  0.65768

The spin multiplicity is 1. As for the energy above the lowest of the compared OMol25 structures with the same formula, charge and spin: 461.0 kJ/mol. For the HOMO energy, the calculation gives -8.244 eV. The charge is 0. For the LUMO energy, the calculation gives -1.8 eV.

Mulliken atomic charge list, values in e, 8 entries: C -1.279; C -0.318; C 0.693; C -0.871; C -0.886; N -0.485; H 0.351; H 0.361


No. 3
Formula: C7H8O
Source: the OMol25 dataset
Level of theory: ωB97M-V/def2-TZVPD

Element x y z (Å)
C  -0.89974  2.13187  -0.37939
C  -0.28070  0.88379  -0.38619
C  1.14959  0.66409  -0.71960
C  1.85237  -0.46837  -0.46636
O  1.22305  -1.72702  -0.01836
C  0.22042  -1.15455  0.72998
C  -1.23645  -1.39241  0.82723
C  -0.81255  -0.46727  -0.11334
H  -0.36637  3.17676  -0.44858
H  -1.99027  2.19025  -0.27847
H  1.77102  1.60039  -1.02438
H  2.88035  -0.65342  -0.68160
H  0.49251  -0.56224  1.71066
H  -1.69831  -2.20248  0.48482
H  -1.44363  -1.01131  1.86175
H  -0.86129  -1.00807  -1.09817

The spin multiplicity is 1. As for the SMILES: C=C1C=CO[C@@H]2C[C@@H]12. As for the energy above the lowest of the compared OMol25 structures with the same formula, charge and spin: 509.5 kJ/mol. For the HOMO energy, the calculation gives -8.548 eV. The charge is 0. For the LUMO energy, the calculation gives 0.8 eV.

Mulliken atomic charge list, values in e, 8 entries: C -0.867; C 0.291; C -0.347; C -0.406; O -0.420; C -0.002; C -0.576; C 0.301


> Look up the spin multiplicity of the second one.

1


Repeat the first record exactly.
Formula: C22H24N7O5RuS
Source: the OMol25 dataset
Level of theory: ωB97M-V/def2-TZVPD

Element x y z (Å)
Ru  0.28650  1.39763  1.56502
O  1.49664  -1.23959  0.71265
C  2.91353  -1.18037  0.67369
C  3.46162  -0.48912  1.90823
N  2.88559  0.83581  2.09262
C  3.59417  1.88874  1.39265
C  2.72018  3.13483  1.19877
O  3.22620  4.12529  0.71054
O  1.48444  3.03945  1.58435
C  2.73991  1.16105  3.51375
C  1.51060  0.48648  4.09906
O  1.55832  -0.12305  5.14482
O  0.42333  0.60291  3.37843
H  1.23750  -1.49331  1.60890
H  3.17003  -0.63416  -0.23709
H  3.34883  -2.18191  0.59486
H  4.55915  -0.45688  1.85723
H  3.21054  -1.09372  2.78527
H  3.92178  1.53477  0.41336
H  4.50119  2.20350  1.92597
H  2.59395  2.23682  3.61251
H  3.62554  0.87400  4.08977
S  -1.64621  2.45839  2.18357
C  -2.30902  0.87399  1.94567
C  -3.61363  0.40976  2.09418
C  -3.88749  -0.88395  1.70030
C  -2.87348  -1.68404  1.17266
C  -1.60007  -1.16396  1.07854
N  -1.32934  0.08539  1.46908
H  -4.37612  1.06286  2.49405
H  -4.89303  -1.27450  1.78855
H  -3.06624  -2.69449  0.84132
H  -0.77421  -1.73237  0.66964
C  -2.24990  1.50183  -1.14918
C  -0.79090  1.50098  -1.41386
N  0.19379  1.62630  -0.54010
C  1.37426  1.61513  -1.25907
C  1.09851  1.46168  -2.57167
N  -0.27907  1.39320  -2.65945
C  -1.01064  1.00798  -3.84624
N  -1.76122  -0.19971  -3.61205
N  -3.09162  -0.22582  -3.88595
N  -3.58523  -1.33397  -3.50089
C  -2.58395  -2.07621  -2.90543
C  -2.62306  -3.33915  -2.30835
C  -1.45222  -3.80895  -1.76061
C  -0.26773  -3.04196  -1.78661
C  -0.20959  -1.80247  -2.38235
C  -1.39968  -1.34347  -2.95801
H  -2.45958  2.14401  -0.29783
H  -2.60526  0.49212  -0.92452
H  -2.80205  1.86524  -2.01512
H  2.32504  1.76518  -0.78913
H  1.73078  1.42721  -3.44104
H  -0.27826  0.86186  -4.64013
H  -1.72451  1.77197  -4.14730
H  -3.53979  -3.91251  -2.28874
H  -1.43246  -4.78242  -1.28871
H  0.62228  -3.43357  -1.31200
H  0.70136  -1.22075  -2.37864

The spin multiplicity is 2. As for the energy above the lowest of the compared OMol25 structures with the same formula, charge and spin: 24.6 kJ/mol. For the HOMO energy (alpha / beta), the calculation gives -8.127 / -8.054 eV. The charge is 0. For the LUMO energy (alpha / beta), the calculation gives -0.1 / -0.6 eV.

Mulliken atomic charge list, values in e, 8 entries: Ru 1.459; O -0.277; C -0.763; C -1.241; N 0.943; C -1.046; C 0.399; O -0.706